The following is a quantum chemistry calculation of the molecule C24H34O7, from OMol25.

Summary:
total charge = 0
HOMO = -8.125 eV
ΔE to the lowest compared entry with this formula, charge and spin = 1.219 eV
HOMO-LUMO gap = 8.059 eV
lowest unoccupied orbital energy = -0.07 eV

Positions of all 65 atoms, in Å:
C (-7.545, -0.339, 0.003)
C (-6.147, -0.930, -0.128)
C (-5.092, -0.015, 0.492)
C (-3.660, -0.505, 0.281)
C (-3.356, -1.797, 1.035)
C (-1.874, -2.190, 0.949)
C (-1.512, -2.566, -0.469)
O (-1.936, -3.559, -1.004)
C (-0.565, -1.610, -1.178)
C (0.760, -1.598, -0.464)
C (1.523, -2.761, -0.517)
C (2.761, -2.855, 0.094)
C (3.261, -1.734, 0.801)
C (2.507, -0.582, 0.847)
C (1.256, -0.485, 0.217)
C (0.522, 0.762, 0.298)
C (1.057, 1.995, 0.311)
C (0.157, 3.162, 0.454)
O (-1.025, 3.075, 0.688)
O (0.814, 4.309, 0.279)
C (0.059, 5.515, 0.395)
C (-0.652, 5.853, -0.909)
H (-1.163, 6.806, -0.808)
H (0.066, 5.918, -1.723)
H (-1.383, 5.083, -1.142)
H (-0.670, 5.401, 1.204)
H (0.791, 6.282, 0.656)
C (2.515, 2.271, 0.130)
O (3.245, 2.739, 0.964)
O (2.885, 1.922, -1.103)
C (4.265, 2.042, -1.457)
C (4.802, 0.684, -1.883)
H (4.229, 0.306, -2.726)
H (5.844, 0.780, -2.175)
H (4.725, -0.031, -1.069)
H (4.322, 2.758, -2.282)
H (4.815, 2.438, -0.597)
H (-0.558, 0.718, 0.375)
H (2.854, 0.265, 1.414)
O (4.477, -1.896, 1.386)
C (5.001, -0.830, 2.143)
H (4.361, -0.591, 2.998)
H (5.142, 0.071, 1.538)
H (5.968, -1.177, 2.502)
O (3.558, -3.950, 0.085)
C (3.102, -5.108, -0.572)
H (2.957, -4.932, -1.643)
H (3.886, -5.851, -0.432)
H (2.169, -5.479, -0.136)
H (1.120, -3.603, -1.057)
H (-0.431, -1.956, -2.205)
H (-1.010, -0.617, -1.199)
H (-1.714, -3.069, 1.578)
H (-1.244, -1.379, 1.312)
H (-3.624, -1.671, 2.086)
H (-3.951, -2.615, 0.627)
H (-2.978, 0.278, 0.623)
H (-3.491, -0.659, -0.788)
H (-5.186, 0.979, 0.048)
H (-5.285, 0.085, 1.563)
H (-5.915, -1.082, -1.184)
H (-6.125, -1.905, 0.362)
H (-8.285, -1.003, -0.439)
H (-7.603, 0.623, -0.501)
H (-7.800, -0.191, 1.051)

Cartesian forces (eV/Å) of the 6 atoms listed first:
C 0.2 -0.2 -0.1
C -0.1 0.3 0.2
C 0.1 -0.2 -0.3
C -0.2 0.0 0.3
C 0.2 0.2 -0.2
C -0.4 -0.3 0.1



The following is a quantum chemistry calculation of a structure of composition C24H35BrF6IrN7O3P3S, from OMol25.

Summary:
total charge = +2
HOMO (spin up / spin down) = -13.250 / -13.697 eV
expectation value of S² = 8.80
2S+1 = 6
ΔE to the lowest compared entry with this formula, charge and spin = 0.564 eV
HOMO-LUMO gap (spin up / spin down) = 6.985 / 3.663 eV
lowest unoccupied orbital energy (spin up / spin down) = -6.26 / -10.03 eV

Positions of all 81 atoms, in Å:
Ir (-0.805, 0.028, -0.461)
C (-0.740, 1.264, 4.679)
N (0.246, 0.252, 4.308)
C (1.114, -0.251, 5.364)
P (0.469, -0.195, 2.756)
O (-0.565, 0.381, 1.854)
O (1.937, 0.363, 2.321)
P (2.275, 0.960, 0.852)
O (1.475, 0.294, -0.232)
N (3.863, 0.664, 0.618)
C (4.866, 1.266, 1.488)
C (4.320, -0.441, -0.220)
N (2.096, 2.580, 1.052)
C (2.062, 3.364, -0.186)
C (1.375, 3.178, 2.174)
N (0.716, -1.826, 2.750)
C (-0.496, -2.637, 2.852)
C (1.874, -2.451, 2.116)
H (-1.407, 0.873, 5.449)
H (-1.334, 1.530, 3.809)
H (-0.256, 2.160, 5.076)
H (0.516, -0.561, 6.222)
H (1.815, 0.518, 5.697)
H (1.677, -1.109, 5.003)
H (4.450, 2.143, 1.980)
H (5.729, 1.569, 0.895)
H (5.206, 0.559, 2.250)
H (3.488, -0.829, -0.800)
H (4.745, -1.247, 0.384)
H (5.093, -0.089, -0.906)
H (2.635, 2.859, -0.964)
H (2.512, 4.340, -0.006)
H (1.040, 3.512, -0.544)
H (1.595, 2.641, 3.095)
H (0.293, 3.184, 2.017)
H (1.715, 4.206, 2.289)
H (-1.227, -2.132, 3.484)
H (-0.247, -3.595, 3.309)
H (-0.958, -2.817, 1.877)
H (2.778, -1.903, 2.370)
H (1.789, -2.498, 1.027)
H (1.968, -3.467, 2.500)
N (-1.147, 1.945, -4.362)
C (-0.982, 0.728, -5.006)
C (-0.930, 0.394, -6.350)
C (-0.785, -0.946, -6.651)
C (-0.706, -1.914, -5.641)
C (-0.742, -1.576, -4.305)
C (-0.867, -0.225, -3.978)
N (-0.946, 0.434, -2.765)
C (-1.138, 1.719, -3.040)
C (-1.439, 2.668, -1.996)
C (-2.045, 3.884, -2.085)
S (-2.483, 4.444, -0.536)
C (-1.836, 3.029, 0.158)
N (-1.306, 2.214, -0.707)
H (-1.296, 2.830, -4.818)
H (-1.015, 1.144, -7.125)
H (-0.742, -1.256, -7.686)
H (-0.622, -2.955, -5.922)
H (-0.706, -2.332, -3.534)
H (-2.281, 4.450, -2.972)
H (-1.892, 2.832, 1.218)
Br (-1.148, -6.692, -0.740)
C (-1.128, -4.825, -0.821)
C (0.090, -4.167, -1.096)
C (0.099, -2.799, -1.171)
C (-1.087, -2.061, -0.918)
C (-2.307, -2.747, -0.709)
C (-2.330, -4.117, -0.638)
H (0.993, -4.736, -1.273)
H (1.021, -2.295, -1.438)
H (-3.240, -2.207, -0.594)
H (-3.258, -4.642, -0.459)
F (-2.969, -0.002, 0.330)
P (-4.595, 0.461, -0.245)
F (-4.591, -0.930, -1.042)
F (-4.368, 1.832, 0.570)
F (-6.001, 0.895, -0.770)
F (-3.834, 1.132, -1.526)
F (-5.139, -0.253, 1.051)

Cartesian forces (eV/Å) of the 6 atoms listed first:
Ir 0.2 -2.0 0.2
C 0.0 0.1 0.1
N -0.4 -0.1 -0.8
C 0.1 0.1 0.2
P 0.7 -0.7 1.2
O -0.5 0.3 -0.5



The following is a quantum chemistry calculation of a structure of composition C24H35CoN7O3PS, from OMol25.

Summary:
total charge = +1
HOMO (spin up / spin down) = -10.101 / -10.100 eV
expectation value of S² = 0.80
2S+1 = 2
ΔE to the lowest compared entry with this formula, charge and spin = 0.000 eV
HOMO-LUMO gap (spin up / spin down) = 7.801 / 7.790 eV
lowest unoccupied orbital energy (spin up / spin down) = -2.30 / -2.31 eV

Positions of all 72 atoms, in Å:
Co (-0.311, 0.264, 0.145)
C (-2.335, 1.325, 3.649)
C (-1.792, 1.129, 2.279)
N (-0.937, 0.243, 1.941)
O (-0.480, -0.608, 2.919)
C (-2.181, 1.934, 1.072)
C (-3.301, 2.928, 1.194)
N (-1.540, 1.702, 0.005)
O (-2.112, 2.090, -2.514)
H (-1.708, 0.857, 4.402)
H (-3.337, 0.893, 3.716)
H (-2.431, 2.390, 3.857)
H (-0.061, -1.319, 2.406)
H (-4.151, 2.516, 1.739)
H (-3.623, 3.231, 0.200)
H (-2.968, 3.818, 1.733)
N (1.608, 0.802, 0.764)
C (2.556, 1.345, 1.114)
C (3.739, 2.025, 1.552)
C (3.686, 2.799, 2.711)
C (4.828, 3.459, 3.129)
C (6.003, 3.345, 2.398)
C (6.048, 2.574, 1.244)
C (4.915, 1.908, 0.812)
H (2.762, 2.878, 3.268)
H (4.802, 4.064, 4.025)
H (6.892, 3.864, 2.729)
H (6.967, 2.493, 0.680)
H (4.932, 1.308, -0.087)
C (0.601, -4.209, -2.676)
N (-0.283, -3.366, -1.886)
C (-1.450, -2.860, -2.608)
P (-0.278, -3.226, -0.252)
O (-0.366, -1.811, 0.234)
N (1.142, -3.897, 0.269)
C (2.070, -3.155, 1.111)
C (1.230, -5.345, 0.420)
N (-1.610, -4.034, 0.281)
C (-2.090, -5.266, -0.328)
C (-2.075, -3.831, 1.650)
H (0.853, -3.689, -3.602)
H (0.128, -5.161, -2.942)
H (1.522, -4.408, -2.134)
H (-1.117, -2.320, -3.497)
H (-2.012, -2.170, -1.981)
H (-2.114, -3.671, -2.923)
H (2.005, -2.089, 0.902)
H (3.091, -3.480, 0.902)
H (1.877, -3.324, 2.177)
H (0.577, -5.851, -0.289)
H (0.958, -5.666, 1.432)
H (2.251, -5.673, 0.218)
H (-1.706, -5.370, -1.341)
H (-3.180, -5.248, -0.378)
H (-1.791, -6.147, 0.250)
H (-1.768, -2.851, 2.008)
H (-1.689, -4.601, 2.327)
H (-3.165, -3.875, 1.671)
S (2.068, -0.507, -3.477)
C (1.361, -0.423, -1.932)
N (0.274, 0.276, -1.810)
C (-0.094, 0.830, -3.057)
C (-1.215, 1.640, -3.373)
C (-1.384, 1.995, -4.710)
C (-0.501, 1.612, -5.709)
C (0.610, 0.844, -5.423)
C (0.780, 0.471, -4.097)
H (1.817, -0.927, -1.093)
H (-1.880, 1.954, -1.527)
H (-2.244, 2.608, -4.942)
H (-0.687, 1.929, -6.727)
H (1.311, 0.542, -6.188)

Cartesian forces (eV/Å) of the 6 atoms listed first:
Co -0.6 -0.4 -0.6
C 0.0 0.0 0.0
C 0.1 0.0 0.1
N -0.2 0.0 0.3
O 0.0 0.0 0.0
C 0.0 0.1 -0.1



Calculated values (Da) of M for the records, taken in order: 434.5, 980.7, 591.6.
Calculated values (Eh/bohr) of F_max for the records, taken in order: 0.0162, 0.0399, 0.0186.